Density functional theory data (the ωB97M-V functional and the def2-TZVPD basis) for CH2Cl4Si as an isolated structure at a distorted geometry.

Results
LUMO level (spin up / spin down), eV: 0.51 / -4.91
2S+1: 3
Total charge: 0
⟨S²⟩: 2.004
Energy above the lowest of the compared OMol25 structures with the same formula, charge and spin, eV: 0.1803

Each line ends with the Löwdin spin population.
Element x y z (Å)
C1 0.829 0.610 -0.066  0.08
Si1 -0.818 -0.326 0.197  0.46
Cl1 2.080 0.205 1.212  0.05
Cl2 -0.068 -2.100 0.749  0.11
Cl3 -1.987 -0.787 -2.221  1.15
Cl4 -2.155 0.598 1.277  0.13
H1 0.625 1.599 -0.245  0.00
H2 1.494 0.202 -0.903  0.00